{"formula": "C40H47N4O5P2Si2Tl", "method": "ωB97M-V/def2-TZVPD", "e_lumo_ev": 4.172, "homo_energy_ev": -1.7, "charge": -2, "homo_lumo_gap_ev": 5.887, "e_tot_ha": -3581.978021, "symbols": ["Tl", "C", "Si", "C", "C", "N", "P", "C", "P", "N", "Si", "C", "C", "C", "C", "C", "C", "C", "C", "C", "C", "C", "C", "C", "C", "C", "C", "C", "C", "C", "C", "C", "C", "C", "C", "C", "C", "C", "H", "H", "H", "H", "H", "H", "H", "H", "H", "H", "H", "H", "H", "H", "H", "H", "H", "H", "H", "H", "H", "H", "H", "H", "H", "H", "H", "H", "H", "H", "H", "H", "H", "H", "H", "H", "H", "H", "O", "C", "C", "C", "C", "C", "C", "C", "O", "N", "O", "O", "H", "H", "H", "H", "C", "C", "N", "O", "H", "H", "H", "H", "H"], "xyz": [[1.62487, -0.23348, -0.34063], [-1.39873, -3.90788, 2.05504], [-1.74351, -2.35284, 1.03514], [-1.87231, -2.91069, -0.74935], [-3.49561, -1.85769, 1.53602], [-0.53473, -1.20164, 1.19889], [-0.40665, 0.09982, 2.11951], [-0.12009, 1.62641, 1.52561], [-0.66270, 2.14890, 0.04919], [-0.34292, 1.28526, -1.25881], [-0.35621, 1.64724, -2.90901], [-1.58753, 2.95325, -3.50082], [-0.76365, 0.08337, -3.85590], [1.33963, 2.22277, -3.47635], [0.13055, 3.81604, -0.20508], [1.51086, 3.87869, 0.03655], [2.24190, 5.02007, -0.26008], [1.61002, 6.13523, -0.80925], [0.24871, 6.08800, -1.05793], [-0.47937, 4.93391, -0.76562], [-2.46728, 2.55951, -0.00386], [-3.33632, 1.59997, -0.53246], [-4.71512, 1.75706, -0.44446], [-5.25186, 2.88692, 0.16344], [-4.39922, 3.84491, 0.69754], [-3.01974, 3.67279, 0.62663], [0.99507, -0.24589, 3.30223], [1.34223, -1.55526, 3.64240], [2.41296, -1.82073, 4.49297], [3.16676, -0.77196, 5.00724], [2.84322, 0.53514, 4.66098], [1.76861, 0.79324, 3.81403], [-1.78865, 0.02048, 3.38773], [-2.85743, 0.90734, 3.31957], [-3.91501, 0.84222, 4.22079], [-3.91481, -0.10981, 5.23227], [-2.84663, -0.99216, 5.33273], [-1.79926, -0.92626, 4.41864], [-2.18185, -4.66035, 1.88608], [-1.38336, -3.67658, 3.12758], [-0.43321, -4.35898, 1.78845], [-2.34274, -3.89982, -0.84309], [-0.87867, -2.95010, -1.20703], [-2.47235, -2.19208, -1.32425], [-4.21362, -2.52986, 1.04543], [-3.72318, -0.82969, 1.22842], [-3.65071, -1.91776, 2.61884], [-2.50992, 2.92174, -2.90942], [-1.85193, 2.78444, -4.55275], [-1.16657, 3.96000, -3.41081], [-1.73764, -0.31252, -3.53868], [-0.01355, -0.69227, -3.66055], [-0.79799, 0.25555, -4.94018], [1.57771, 3.19801, -3.03367], [1.41633, 2.30476, -4.56922], [2.10191, 1.50775, -3.13543], [1.98776, 3.01089, 0.47948], [3.30919, 5.04208, -0.06818], [2.17756, 7.02998, -1.04294], [-0.25173, 6.94883, -1.48785], [-1.53981, 4.91204, -0.98484], [-2.90181, 0.72014, -0.99676], [-5.37346, 0.99552, -0.84736], [-6.32666, 3.01267, 0.23329], [-4.81037, 4.72503, 1.18148], [-2.36153, 4.39669, 1.09482], [0.76031, -2.37117, 3.22277], [2.66675, -2.84608, 4.74181], [4.00836, -0.97326, 5.66185], [3.43264, 1.35716, 5.05183], [1.50666, 1.80490, 3.51673], [-2.84814, 1.65939, 2.55546], [-4.73991, 1.54091, 4.13046], [-4.73375, -0.15976, 5.94230], [-2.83124, -1.73819, 6.12179], [-0.97924, -1.62823, 4.50715], [4.24982, -0.92602, -2.38484], [4.12017, -1.44135, -3.47186], [3.07596, -2.35770, -3.93351], [3.22812, -2.81483, -5.22804], [2.30375, -3.65207, -5.82089], [1.12465, -4.00380, -5.11550], [0.94022, -3.57647, -3.84213], [1.93390, -2.78595, -3.12906], [1.78234, -2.53900, -1.92041], [2.54651, -4.16717, -7.13817], [1.70555, -4.89484, -7.64893], [3.58364, -3.86666, -7.71715], [4.87608, -1.22398, -4.26120], [4.10074, -2.51632, -5.79753], [0.38490, -4.60924, -5.61980], [0.03976, -3.82481, -3.29342], [3.41787, -2.69967, 1.19785], [4.17744, -1.57227, 1.86352], [5.14019, -1.95646, 2.77161], [3.98954, -0.40074, 1.60539], [3.83363, -3.67958, 1.43556], [3.41893, -2.55358, 0.11457], [2.37363, -2.65795, 1.52352], [5.11144, -2.88261, 3.15829], [5.49090, -1.22100, 3.36357]], "forces_ev_per_angstrom": [[-0.2, 0.2, 0.0], [0.1, -0.2, 0.1], [0.0, -0.2, -0.1], [0.0, 0.0, -0.3], [-0.2, 0.1, 0.0], [0.1, 0.2, 0.2], [0.1, 0.2, 0.7], [-0.3, -0.4, 0.0], [0.3, 0.4, 0.0], [-0.2, 0.2, -0.1], [0.1, -0.2, 0.0], [-0.2, 0.2, 0.1], [-0.1, -0.2, -0.1], [0.2, 0.0, -0.1], [0.2, -0.1, -0.2], [-0.2, 0.1, 0.1], [-0.1, 0.0, 0.0], [0.0, -0.1, 0.1], [0.0, -0.1, 0.0], [0.0, 0.1, -0.1], [-0.1, -0.2, 0.2], [0.0, 0.1, 0.0], [0.1, 0.0, 0.0], [0.1, 0.0, 0.0], [0.1, 0.0, 0.0], [-0.1, 0.0, 0.1], [0.2, -0.1, -0.2], [0.0, 0.1, 0.1], [-0.2, 0.1, 0.0], [-0.2, 0.1, 0.0], [-0.1, -0.1, 0.0], [-0.1, 0.0, 0.1], [0.1, 0.0, 0.2], [0.0, -0.2, 0.3], [0.0, 0.0, 0.0], [0.0, 0.0, 0.0], [0.1, 0.0, -0.1], [-0.1, 0.0, 0.0], [0.1, 0.1, 0.0], [0.0, 0.0, -0.1], [-0.1, 0.1, 0.0], [0.0, 0.1, 0.0], [0.0, 0.0, 0.0], [0.1, -0.1, 0.0], [0.1, 0.1, 0.1], [0.0, -0.1, 0.0], [0.0, 0.0, -0.1], [0.1, 0.0, -0.1], [0.1, 0.0, 0.1], [0.0, 0.0, 0.0], [0.1, 0.0, -0.1], [-0.1, 0.0, 0.0], [0.0, 0.0, 0.1], [0.0, -0.1, 0.0], [0.0, 0.0, 0.1], [-0.1, 0.1, -0.1], [0.0, 0.0, 0.0], [0.0, 0.0, 0.0], [0.0, 0.0, 0.0], [0.0, 0.0, 0.0], [0.0, 0.0, -0.1], [0.0, 0.0, 0.0], [0.0, 0.0, 0.0], [0.0, 0.0, 0.0], [0.0, 0.0, 0.0], [0.0, 0.0, 0.0], [0.1, 0.0, 0.0], [0.0, 0.0, 0.0], [0.0, 0.0, 0.0], [0.0, 0.0, 0.0], [0.1, -0.1, 0.0], [0.0, 0.3, -0.3], [0.0, 0.0, 0.0], [0.0, 0.0, 0.0], [0.0, 0.0, 0.0], [0.0, 0.0, 0.0], [-0.1, 0.0, 0.1], [-0.1, -0.2, 0.1], [0.0, 0.2, 0.1], [0.1, 0.0, -0.1], [-0.1, -0.2, -0.2], [0.1, 0.0, -0.1], [0.1, 0.0, -0.1], [-0.1, -0.2, 0.0], [0.1, 0.1, -0.1], [-0.1, 0.3, 0.5], [-0.3, -0.3, -0.1], [0.3, 0.1, -0.1], [0.0, 0.0, -0.1], [0.0, 0.0, 0.0], [0.0, 0.0, 0.0], [0.0, 0.0, 0.0], [0.0, 0.1, -0.1], [-0.1, 0.0, -0.1], [0.2, 0.0, -0.2], [0.2, -0.2, 0.2], [0.0, 0.0, 0.0], [0.0, 0.0, 0.1], [0.1, 0.0, -0.1], [-0.1, 0.0, 0.0], [-0.1, 0.0, 0.0]]}

{"formula": "C8H24ClMnO8", "method": "ωB97M-V/def2-TZVPD", "e_lumo_ev": [-6.690, -6.897], "homo_energy_ev": [-12.1, -12.1], "multiplicity": 6, "charge": 1, "homo_lumo_gap_ev": [5.397, 5.190], "s_squared": 8.75, "e_tot_ha": -2531.981309, "symbols": ["Mn", "Cl", "C", "C", "O", "O", "H", "H", "H", "H", "H", "H", "C", "C", "O", "O", "H", "H", "H", "H", "H", "H", "C", "C", "O", "O", "H", "H", "H", "H", "H", "H", "C", "C", "O", "O", "H", "H", "H", "H", "H", "H"], "xyz": [[-2.70770, -1.59138, 0.26675], [-0.88338, -0.17783, 0.14866], [2.92138, 0.01119, -1.35771], [4.31352, 0.59094, -1.30819], [5.13570, -0.00571, -0.33954], [2.28766, 0.28024, -0.10230], [3.02755, -1.07827, -1.45775], [2.36411, 0.43543, -2.19473], [4.17857, 1.65405, -1.04678], [4.72277, 0.58034, -2.31693], [4.65520, 0.01418, 0.49437], [1.34709, 0.12349, -0.22984], [-2.35259, 2.93302, -2.26493], [-2.26924, 1.80932, -3.24189], [-1.12792, 1.87041, -4.05765], [-1.29874, 2.95466, -1.32777], [-3.30690, 2.88337, -1.71547], [-2.39761, 3.87330, -2.81223], [-3.13831, 1.92199, -3.89640], [-2.34160, 0.80878, -2.78090], [-0.35622, 1.89767, -3.48070], [-1.22194, 2.06262, -0.97219], [-0.51150, -3.64800, 0.83858], [-0.06981, -5.05392, 0.57441], [0.05327, -5.11523, -0.84300], [-1.68547, -3.39394, -0.01578], [0.26059, -2.93621, 0.54457], [-0.76548, -3.44395, 1.87732], [-0.82290, -5.77398, 0.91262], [0.88014, -5.27167, 1.06439], [0.13203, -6.03082, -1.13214], [-1.67762, -4.11788, -0.67175], [-0.33028, 1.83863, 3.84142], [-0.76998, 2.97271, 2.93017], [-1.67975, 2.49709, 1.93384], [-1.42536, 1.18640, 4.48607], [0.35812, 2.25179, 4.59018], [0.28513, 1.07877, 3.33969], [0.13116, 3.36924, 2.45143], [-1.21412, 3.74526, 3.55073], [-1.28170, 1.71293, 1.54585], [-1.41788, 0.28098, 4.17551]], "forces_ev_per_angstrom": [[1.6, 0.3, -0.4], [-1.4, -0.8, 0.1], [0.5, -0.7, 0.4], [-0.9, 1.4, 0.2], [0.2, -0.5, -0.3], [-0.2, 0.1, -0.2], [-0.2, 0.1, -0.3], [0.0, 0.0, 0.0], [0.1, 0.0, -0.2], [0.5, -0.4, 0.2], [0.0, 0.1, 0.0], [0.2, 0.0, 0.2], [-0.8, 0.2, 0.8], [-0.4, -0.1, -0.7], [0.2, -0.1, -0.1], [0.5, 0.0, -0.3], [0.0, -0.1, -0.2], [0.5, 0.1, 0.1], [0.1, -0.2, -0.1], [0.0, 0.1, 0.3], [0.0, 0.2, 0.0], [0.0, 0.2, 0.2], [0.4, 0.6, 0.0], [0.0, -0.5, -0.2], [-0.3, 0.0, -0.1], [-0.6, 0.2, 0.6], [0.0, 0.0, -0.1], [-0.2, -0.2, 0.0], [0.1, 0.1, 0.1], [0.0, 0.1, 0.1], [0.1, 0.0, 0.0], [0.1, 0.2, -0.3], [0.6, 0.0, 0.4], [0.4, -1.1, -0.2], [-0.2, 0.4, 0.4], [0.2, 0.2, -0.1], [-0.3, 0.0, 0.1], [-0.2, 0.2, -0.4], [0.0, 0.2, 0.1], [-0.4, 0.1, -0.3], [0.1, 0.1, 0.0], [-0.1, 0.0, 0.2]]}

{"formula": "C6H16NO", "method": "ωB97M-V/def2-TZVPD", "e_lumo_ev": -3.271, "homo_energy_ev": -14.4, "charge": 1, "homo_lumo_gap_ev": 11.151, "smiles": "CCCC[C@@H]([NH3+])CO", "e_tot_ha": -367.882653, "symbols": ["C", "C", "C", "C", "C", "N", "C", "O", "H", "H", "H", "H", "H", "H", "H", "H", "H", "H", "H", "H", "H", "H", "H", "H"], "xyz": [[0.32789, -1.99379, 2.15327], [0.50363, -0.40449, 1.94345], [-0.85264, 0.30443, 1.34069], [-1.06077, -0.13293, -0.06254], [0.09702, 0.34436, -1.05198], [0.23131, -0.55365, -2.21637], [0.00582, 1.77136, -1.51065], [1.20514, 1.96906, -2.17616], [0.33815, -2.02610, 3.22466], [-0.71743, -2.19697, 1.90613], [1.03940, -2.72468, 1.70848], [1.47479, -0.23792, 1.46328], [0.61729, -0.05296, 3.02282], [-1.68602, 0.28464, 1.99172], [-0.68632, 1.36568, 1.37867], [-1.31320, -1.17076, -0.12567], [-2.06191, 0.24796, -0.45327], [0.98444, 0.10390, -0.31794], [0.33077, -1.46737, -1.81385], [-0.59461, -0.51121, -2.85029], [0.99696, -0.06742, -2.63522], [-0.67785, 2.08367, -2.33028], [-0.12473, 2.31247, -0.50239], [1.62286, 2.75271, -2.08655]], "forces_ev_per_angstrom": [[-0.7, 1.6, -0.2], [-1.4, -0.8, 1.8], [3.9, -0.1, 0.4], [-2.3, 1.5, -2.5], [-1.6, -1.5, 4.1], [-1.7, 0.9, 0.2], [0.0, 1.0, 1.4], [0.1, -3.9, -1.0], [0.3, -0.9, 0.5], [0.2, -0.6, -0.3], [-0.5, 0.8, 0.2], [-0.5, 0.6, -0.2], [0.0, 0.1, -1.7], [-0.9, -1.2, 0.6], [0.5, 0.8, -0.3], [0.7, -1.2, -0.1], [1.1, 0.2, 0.4], [-1.0, 1.1, -2.2], [0.7, -0.9, -0.6], [0.6, -0.1, 0.5], [1.5, -0.6, -1.3], [-1.0, -0.8, 1.4], [0.1, -0.1, -1.8], [1.8, 4.1, 0.6]]}